Molecular formula: C26H50F8IO4P
Method: DFT, the ωB97M-V functional and the def2-TZVPD basis

Summary:
Lowest unoccupied orbital energy   0.363 eV
Orbital gap   8.9 eV

```
90
Properties=species:S:1:pos:R:3:forces:R:3
C -0.139 1.227 -0.646 0.1 -0.1 0.2
O -1.394 0.633 -0.432 0.1 0.2 -0.1
C -2.286 0.733 -1.523 -0.5 -0.4 0.1
C -2.609 -0.606 -2.195 0.4 -0.1 0.4
C -2.493 -1.798 -1.262 -0.7 -0.2 0.2
C -3.799 -2.042 -0.504 0.5 0.0 -0.1
C -3.814 -3.402 0.195 -0.5 0.6 0.1
C -4.349 -3.374 1.626 0.3 -0.1 -0.3
C -3.671 -2.351 2.515 0.5 -0.2 -0.1
C -2.218 -2.754 2.793 -0.7 0.0 0.3
C -1.614 -1.944 3.929 0.0 0.5 -0.4
C -0.891 -0.672 3.433 -0.2 -0.9 0.6
C 0.231 -0.339 4.416 -0.6 0.9 -0.4
P 0.743 1.452 4.413 0.5 -1.3 -1.4
O 0.470 1.623 2.737 0.0 0.2 0.2
I 1.059 1.307 7.004 -0.1 0.2 1.0
C 2.545 1.837 4.225 -0.4 0.7 0.5
C 2.836 3.118 3.423 -0.7 -0.6 -0.4
C 3.686 2.929 2.172 0.5 0.3 0.4
C 4.851 1.973 2.314 0.2 0.1 -0.4
C 5.872 2.434 3.327 0.4 0.1 -0.4
C 7.129 1.560 3.468 -0.4 -0.4 0.2
C 6.971 0.065 3.176 0.2 0.5 -0.2
C 7.107 -0.342 1.706 0.1 -0.5 0.5
O 6.317 -1.485 1.419 -0.1 0.2 -0.1
C 5.224 -1.279 0.551 0.2 -0.4 -0.1
H 0.532 0.586 -1.216 0.1 -0.1 -0.3
H -0.226 2.194 -1.132 0.0 0.2 -0.2
H 0.307 1.395 0.324 0.0 0.0 0.3
H -1.948 1.441 -2.265 0.3 0.3 -0.2
H -3.215 1.132 -1.129 -0.2 0.2 0.3
H -3.635 -0.545 -2.513 -0.4 0.0 -0.3
H -2.040 -0.775 -3.098 0.5 0.1 -0.2
H -1.710 -1.672 -0.525 0.4 0.1 0.0
H -2.268 -2.705 -1.806 0.2 -0.2 -0.4
H -3.920 -1.215 0.185 -0.2 0.1 0.2
H -4.618 -1.977 -1.206 -0.4 0.0 -0.2
H -2.816 -3.820 0.174 0.3 -0.2 0.0
H -4.463 -4.050 -0.378 0.0 -0.4 -0.2
H -5.428 -3.286 1.611 -0.3 0.3 0.0
H -4.143 -4.347 2.056 -0.1 -0.4 0.2
H -3.679 -1.356 2.089 -0.2 0.3 -0.1
H -4.178 -2.295 3.468 -0.3 0.0 0.3
H -2.256 -3.803 3.056 0.2 -0.4 0.2
H -1.631 -2.685 1.885 0.3 0.1 -0.2
H -0.961 -2.543 4.546 0.4 -0.3 0.1
H -2.424 -1.623 4.574 -0.1 0.0 0.4
H -0.516 -0.906 2.450 0.2 0.4 -0.5
H -1.629 0.112 3.366 0.0 0.4 -0.3
H -0.097 -0.615 5.400 0.1 0.0 0.5
H 1.097 -0.930 4.152 0.5 -0.1 0.1
H -0.227 2.413 4.675 0.1 0.0 0.0
H 1.142 1.147 2.231 -0.2 0.1 0.0
H 2.942 1.973 5.208 0.3 -0.2 0.5
H 3.003 0.937 3.831 -0.1 -0.3 -0.3
H 1.885 3.508 3.090 -0.2 0.4 -0.1
H 3.242 3.864 4.088 0.4 0.1 0.2
H 3.090 2.679 1.306 -0.4 -0.3 -0.2
H 4.116 3.898 1.942 0.0 0.4 -0.2
H 4.530 0.959 2.493 -0.2 -0.4 0.2
H 5.353 1.942 1.355 0.1 -0.1 -0.4
H 6.198 3.406 2.973 0.1 0.4 0.1
H 5.416 2.617 4.291 -0.2 -0.2 0.4
H 7.434 1.634 4.501 0.3 0.1 0.3
H 7.946 1.948 2.871 0.2 0.2 -0.2
H 7.758 -0.447 3.711 0.2 -0.3 0.3
H 6.042 -0.304 3.581 -0.5 -0.2 0.1
H 8.137 -0.645 1.563 0.4 0.0 -0.2
H 6.932 0.475 1.018 -0.3 0.2 -0.2
H 4.354 -1.790 0.940 -0.3 -0.2 0.2
H 4.976 -0.236 0.421 0.0 0.4 0.0
H 5.439 -1.709 -0.424 0.1 0.0 -0.3
C -4.677 -0.633 -7.984 -0.3 -0.7 -0.5
C -4.181 0.490 -8.897 -0.4 0.2 0.3
C -2.670 0.700 -8.942 0.3 0.2 -0.1
F -2.191 1.005 -7.713 0.4 0.0 -1.0
F -2.398 1.732 -9.776 0.0 -0.1 0.1
F -4.801 1.646 -8.572 0.0 -0.1 -0.3
F -4.563 0.163 -10.165 0.1 -0.1 0.0
O -5.085 -0.247 -6.696 0.1 0.4 0.1
C -4.130 -0.083 -5.736 0.1 -0.5 -0.1
C -4.019 1.383 -5.318 0.1 0.6 0.2
F -3.756 2.158 -6.392 -0.3 0.1 0.7
F -3.004 1.541 -4.431 -0.1 -0.2 -0.1
F -2.939 -0.569 -6.148 -0.2 -0.2 0.7
F -4.517 -0.810 -4.663 0.1 0.2 0.0
H -5.580 -1.019 -8.452 -0.1 0.1 0.0
H -3.973 -1.465 -7.948 0.1 0.1 -0.1
H -2.168 -0.197 -9.318 0.0 0.0 0.0
H -4.951 1.723 -4.859 0.0 -0.1 0.0
```
Positions in Å, forces in eV/Å.

Results of the Löwdin charge analysis, in e, for atoms 1 through 2: C -0.098; O -0.188

---

Molecular formula: C2H8N3
Method: DFT, the ωB97M-V functional and the def2-TZVPD basis

Summary:
Lowest unoccupied orbital energy (spin up / spin down)   -3.630 / -8.044 eV
Orbital gap (spin up / spin down)   6.0 / 7.2 eV
Multiplicity   3
Total charge   +1

```
13
Properties=species:S:1:pos:R:3:forces:R:3
C -1.030 1.294 -0.007 -1.5 -0.3 -2.2
C -1.023 -0.137 0.092 -7.9 1.0 -1.5
N 1.470 -0.635 0.281 2.1 1.7 2.2
N 0.336 -0.889 1.076 4.2 -3.5 0.9
N -0.358 0.399 -1.008 1.4 0.4 -0.8
H -1.944 1.766 -0.461 1.2 0.1 1.0
H -0.249 1.807 0.466 0.3 1.4 1.2
H -1.954 -0.805 0.123 1.5 1.0 -0.2
H 1.914 0.125 0.809 0.0 0.8 -0.6
H 2.255 -1.247 0.234 0.6 -1.9 -0.3
H 0.247 -1.885 0.959 -0.5 -1.0 1.2
H -0.758 0.463 -1.924 -0.7 -0.5 -0.5
H 1.094 -0.257 -0.640 -0.7 0.8 -0.4
```
Positions in Å, forces in eV/Å.

Results of the natural (NBO) charge analysis, in e, for atoms 1 through 2: C -0.266; C -0.126

---

Molecular formula: C19H56N8O9
Method: DFT, the ωB97M-V functional and the def2-TZVPD basis

Summary:
Lowest unoccupied orbital energy   -0.098 eV
Orbital gap   8.2 eV

```
92
Properties=species:S:1:pos:R:3:forces:R:3
C 3.346 -0.950 2.636 -7.2 -8.9 -2.0
O 2.488 -2.008 2.267 3.6 5.4 2.0
N 3.102 -0.014 3.464 -3.3 2.3 3.6
N 4.483 -0.911 2.128 7.2 -2.5 -5.3
H 2.223 -0.075 3.966 0.2 0.2 -0.2
H 3.752 0.655 3.802 0.5 0.3 0.1
H 4.858 -1.678 1.409 -1.5 2.5 2.4
H 5.134 -0.277 2.527 0.9 0.2 -0.1
C -0.580 3.441 -2.072 7.9 4.5 -3.6
O 0.611 4.036 -2.611 -6.1 -2.5 1.7
N -1.796 3.473 -2.545 -0.5 1.3 -2.3
N -0.444 2.945 -0.908 -2.5 -2.0 2.7
H -1.900 3.880 -3.461 -0.1 -0.2 0.0
H -2.447 2.807 -2.204 -0.2 -0.2 -0.5
H 0.441 2.840 -0.549 1.7 -0.7 0.5
H -1.233 2.393 -0.520 1.2 0.4 0.0
C 2.215 2.414 0.893 -3.0 1.5 5.1
O 1.370 2.481 2.035 4.1 -0.3 -6.0
N 2.188 3.269 -0.116 -1.1 2.6 -0.9
N 3.201 1.559 0.744 0.9 -3.4 3.8
H 1.511 4.040 -0.165 0.8 -0.5 0.3
H 2.864 3.317 -0.879 -0.4 -0.5 0.5
H 3.416 0.917 1.551 -0.8 1.3 -1.5
H 3.913 1.522 0.064 0.3 0.4 -1.2
C -3.093 1.142 -0.945 1.3 -8.9 -2.1
O -2.891 -0.132 -1.478 -0.9 6.5 2.8
N -2.545 1.622 0.124 1.5 -0.9 3.8
N -3.858 1.973 -1.529 -4.5 4.2 -3.8
H -1.958 0.958 0.703 -0.6 1.1 -0.4
H -2.840 2.484 0.623 0.1 -0.9 -0.6
H -4.354 1.787 -2.433 0.9 -0.1 1.5
H -3.856 2.972 -1.213 -0.5 -1.6 -0.3
C 2.368 0.578 -2.490 -0.9 2.1 -0.5
C 2.478 -0.772 -1.892 0.4 -1.5 -7.7
C 3.470 -1.533 -2.803 0.1 -1.8 -0.9
O 3.064 -0.872 -0.775 2.3 0.4 7.7
H 3.259 1.254 -2.516 -0.3 -0.9 0.3
H 1.600 1.063 -1.898 -0.3 0.8 -0.1
H 1.997 0.548 -3.534 0.1 -0.1 0.6
H 1.506 -1.239 -1.935 -0.7 -0.3 -0.1
H 4.493 -1.102 -2.701 -0.8 0.1 -0.2
H 3.126 -1.528 -3.856 0.4 0.1 0.4
H 3.606 -2.626 -2.525 -0.4 1.2 -0.1
H 2.545 -0.400 -0.109 0.2 -0.3 0.4
C -4.083 -3.890 -2.908 -0.6 0.4 0.2
C -3.309 -3.234 -1.729 -5.9 -5.8 1.3
C -2.754 -4.380 -0.860 -4.1 0.0 1.6
O -2.299 -2.626 -2.055 9.1 7.6 -3.6
H -4.916 -4.286 -2.399 -1.5 -0.8 0.3
H -3.616 -4.722 -3.387 1.0 -0.7 0.1
H -4.486 -3.343 -3.761 0.2 0.9 0.3
H -3.959 -2.561 -1.168 -0.8 -0.4 0.4
H -2.294 -3.943 -0.023 1.2 0.6 0.9
H -2.187 -5.147 -1.291 1.0 -0.6 -1.1
H -3.621 -4.859 -0.370 0.1 -0.4 -0.2
H -2.380 -1.641 -1.958 0.2 -1.1 -0.2
C 0.476 -4.524 -2.053 2.5 -1.4 -1.6
C 1.447 -4.226 -0.898 -8.6 1.4 1.2
C 0.701 -4.521 0.451 0.8 1.8 -0.4
O 2.549 -4.814 -0.993 6.6 -4.9 -1.7
H -0.174 -3.684 -2.122 -1.3 0.0 0.0
H 0.059 -5.588 -2.036 0.1 1.7 0.2
H 1.091 -4.494 -3.030 -0.7 0.0 1.3
H 1.612 -3.208 -0.905 0.0 2.9 -0.1
H -0.192 -3.900 0.534 0.2 0.2 0.1
H 1.390 -4.324 1.285 -0.3 0.1 0.0
H 0.354 -5.504 0.504 -0.3 -1.9 0.0
H 3.104 -4.480 -0.322 1.4 0.3 1.1
C -0.780 -1.327 2.945 2.5 -0.4 0.9
C -0.125 -0.260 1.996 5.0 -9.7 1.0
C -0.059 -0.873 0.605 -0.6 -0.6 0.5
O -0.802 0.761 1.914 -5.7 9.6 0.1
H -1.083 -0.877 3.904 0.3 -0.1 -0.1
H -0.036 -2.172 3.111 -0.8 1.1 0.0
H -1.643 -1.794 2.559 -1.2 -0.3 -0.9
H 0.903 -0.079 2.333 -0.1 0.0 0.0
H 0.298 -0.142 -0.072 0.3 1.0 -1.0
H -1.090 -1.141 0.341 0.2 -0.1 -0.4
H 0.582 -1.730 0.509 0.2 -0.5 0.3
H -0.552 1.468 2.538 0.0 -0.3 -0.6
C -1.523 6.252 2.325 0.5 1.9 -0.6
C -1.285 4.805 2.290 1.8 0.6 7.6
C -1.931 4.126 3.508 2.7 -0.5 0.0
O -1.834 4.181 1.330 -3.8 -3.4 -5.2
H -1.677 6.628 3.357 0.6 0.1 -0.8
H -2.365 6.567 1.699 -0.1 -0.3 0.2
H -0.622 6.592 1.794 -0.3 1.2 0.6
H -0.210 4.572 2.344 0.1 0.3 0.0
H -1.810 4.619 4.438 0.5 0.5 0.9
H -1.516 3.114 3.565 -0.2 0.0 0.2
H -2.936 4.074 3.323 -2.7 -0.3 -0.5
H -1.291 4.306 0.593 1.0 -0.1 -2.5
```
Positions in Å, forces in eV/Å.

Results of the Löwdin charge analysis, in e, for atoms 1 through 2: C -0.689; O -0.110

---

Molecular formula: C26H32Cl2FeN4SbSe4
Method: DFT, the ωB97M-V functional and the def2-TZVPD basis

Summary:
Lowest unoccupied orbital energy (spin up / spin down)   1.836 / 1.753 eV
Orbital gap (spin up / spin down)   4.8 / 6.0 eV
Multiplicity   5
Total charge   -1

```
70
Properties=species:S:1:pos:R:3:forces:R:3
Fe -1.994 -0.785 -1.671 0.3 0.8 0.2
C -1.689 -1.414 5.313 0.0 0.0 0.0
C -1.050 -0.199 4.629 0.0 0.0 0.0
C -1.692 1.087 5.170 0.0 0.0 0.0
C 0.438 -0.176 4.976 0.0 0.0 0.0
C -1.296 -0.287 3.128 -0.1 0.0 0.0
C -2.637 -0.292 2.641 0.1 0.0 0.0
C -2.846 -0.359 1.287 -0.1 0.1 0.1
N -1.876 -0.425 0.376 0.1 -0.2 -0.1
C -0.569 -0.464 0.816 -0.1 0.0 0.1
C -0.290 -0.371 2.210 0.0 0.0 -0.1
C 0.415 -0.629 -0.182 0.1 0.1 0.0
C 1.817 -0.629 0.042 0.0 0.0 0.0
C 2.710 -0.740 -0.993 -0.1 0.0 0.0
C 2.186 -0.902 -2.301 0.0 0.0 0.1
C 0.820 -0.928 -2.468 0.1 -0.1 -0.2
N -0.046 -0.756 -1.474 -0.4 -0.2 0.2
C 4.212 -0.711 -0.716 0.0 0.0 0.0
C 4.572 0.592 0.011 0.0 0.0 0.0
C 4.586 -1.909 0.167 0.0 0.0 0.0
C 5.033 -0.782 -2.004 0.0 0.0 0.0
H -1.531 -1.366 6.394 0.0 0.0 0.0
H -1.250 -2.340 4.940 0.0 0.0 0.0
H -2.763 -1.458 5.130 0.0 0.0 0.0
H -1.515 1.173 6.245 0.0 0.0 0.0
H -2.769 1.098 5.003 0.0 0.0 0.0
H -1.267 1.965 4.679 0.0 0.0 0.0
H 0.558 -0.073 6.057 0.0 0.0 0.0
H 0.948 0.665 4.501 0.0 0.0 0.0
H 0.936 -1.098 4.672 0.0 0.0 0.0
H -3.485 -0.267 3.310 0.0 0.0 0.0
H -3.859 -0.357 0.894 0.0 0.0 0.0
H 0.740 -0.394 2.532 0.0 0.0 0.0
H 2.178 -0.536 1.057 0.0 0.0 0.0
H 2.818 -1.053 -3.160 0.0 0.0 0.0
H 0.381 -1.111 -3.443 0.0 0.0 0.0
H 4.065 0.668 0.973 0.0 0.0 0.0
H 4.287 1.459 -0.588 0.0 0.0 0.0
H 5.649 0.638 0.190 0.0 0.0 0.0
H 4.056 -1.880 1.119 0.0 0.0 0.0
H 5.659 -1.907 0.372 0.0 0.0 0.0
H 4.330 -2.847 -0.328 0.0 0.0 0.0
H 4.767 0.019 -2.695 0.0 0.0 0.0
H 4.895 -1.736 -2.516 0.0 0.0 0.0
H 6.094 -0.681 -1.765 0.0 0.0 0.0
Cl -2.856 -0.382 -4.604 -0.1 0.1 -0.1
C -4.286 -1.103 -3.879 0.0 0.0 0.0
Cl -4.404 -0.707 -2.119 0.1 0.0 0.0
H -4.213 -2.193 -3.948 0.0 0.1 0.0
H -5.173 -0.688 -4.345 0.0 -0.1 0.0
N -2.844 3.568 -2.092 0.0 -0.1 0.0
C -3.012 2.226 -2.200 0.0 0.0 0.0
N -1.919 1.545 -1.992 -0.1 -0.1 0.0
C -0.938 2.508 -1.736 0.1 0.0 0.0
C 0.429 2.390 -1.475 0.0 0.0 0.0
C 1.148 3.549 -1.264 0.0 0.0 0.0
C 0.549 4.815 -1.315 0.0 0.0 0.0
C -0.797 4.956 -1.584 0.0 0.0 0.0
C -1.515 3.783 -1.791 0.1 0.1 0.0
H -3.560 4.261 -2.214 0.0 0.0 0.0
H -3.971 1.794 -2.428 0.0 0.0 0.0
H 0.917 1.431 -1.440 0.0 0.0 0.0
H 2.208 3.477 -1.056 0.0 0.0 0.0
H 1.154 5.696 -1.146 0.0 0.0 0.0
H -1.269 5.928 -1.634 0.0 0.0 0.0
Se -0.596 -4.486 -5.664 0.1 0.1 -0.3
Sb -2.040 -5.247 -3.950 0.1 0.5 0.0
Se -1.958 -3.035 -2.124 0.2 -0.6 0.2
Se -4.363 -4.584 -4.005 -0.3 -0.2 0.0
Se -1.418 -7.010 -2.525 0.1 -0.4 0.2
```
Positions in Å, forces in eV/Å.

Results of the natural (NBO) charge analysis, in e, for atoms 1 through 2: Fe 0.920; C -0.599

---

Taking the records one at a time from the top gives E values of -75090.943 -6657.908 -50952.325 -360800.204 eV.